(1)
A cluster of 2 separate species, C2H4N2S in total at a distorted geometry, computed with wB97M-V/def2-TZVPD.

The value obtained for the relative energy (zero: lowest compared OMol25 entry of this formula, charge and spin) is 76.4 kcal/mol. For the HOMO-LUMO gap (alpha / beta), the calculation gives 5.0862 / 5.0850 eV. For the highest occupied orbital energy (alpha / beta), the calculation gives -0.287 / -0.287 hartree. The LUMO energy (alpha / beta) is -2.7 / -2.7 eV. Its charge is 0.

Structure (XYZ):
```
9
C2H4N2S wB97M-V/def2-TZVPD
C -1.02166 1.75337 0.33735
C -0.55166 0.54004 -0.04656
N -1.34382 2.74637 0.77462
N -1.04694 -0.20398 -1.12889
S 2.56818 0.05388 -0.03768
H 0.43188 0.17925 0.34402
H -1.90183 0.19589 -1.58383
H -0.84438 -1.15863 -1.29141
H 2.48334 0.97375 0.92949
```

Here are the Löwdin charges for atoms 1 to 2, given in e: number 1, C, carries -0.22; number 2, C, carries -0.11

***

(2)
A cluster of 2 separate species, C2H4N2S in total at a distorted geometry, computed with wB97M-V/def2-TZVPD.

The value obtained for the relative energy (zero: lowest compared OMol25 entry of this formula, charge and spin) is 49.7 kcal/mol. Its structure (SMILES) is C=[NH+][S-].C#N. For the HOMO-LUMO gap (alpha / beta), the calculation gives 8.2979 / 8.2997 eV. For the highest occupied orbital energy (alpha / beta), the calculation gives -0.306 / -0.306 hartree. The LUMO energy (alpha / beta) is 0.0 / 0.0 eV. Its charge is 0.

Structure (XYZ):
```
9
C2H4N2S wB97M-V/def2-TZVPD
C -0.28245 1.31475 1.58852
N 0.57262 0.51271 1.06409
S 1.84705 0.78832 0.08346
H -0.84570 0.94217 2.40163
H -0.24825 2.36081 1.19994
H 0.49473 -0.41022 1.58153
C -0.48960 -1.81517 -2.61776
N -1.50834 -2.27277 -2.33300
H 0.45995 -1.42061 -2.96841
```

Here are the Löwdin charges for atoms 1 to 2, given in e: number 1, C, carries -0.06; number 2, N, carries -0.66

***

(3)
The molecule C2H4N2S2 at a distorted geometry, computed with wB97M-V/def2-TZVPD.

The value obtained for the relative energy (zero: lowest compared OMol25 entry of this formula, charge and spin) is 36.0 kcal/mol. Its structure (SMILES) is [H]/N=C\NSC=S. For the HOMO-LUMO gap, the calculation gives 8.6471 eV. For the highest occupied orbital energy, the calculation gives -0.336 hartree. The LUMO energy is -0.5 eV. Its charge is 0.

Structure (XYZ):
```
10
C2H4N2S2 wB97M-V/def2-TZVPD
H 1.24447 -0.19086 -1.54676
N 1.63744 -0.89202 -0.91004
C 1.32233 -0.68226 0.30176
N 0.58835 0.39302 0.85495
S -0.27444 1.46904 -0.08824
C -1.76659 0.62923 -0.44037
S -2.23580 -0.83417 0.08166
H 1.64457 -1.35518 1.05700
H 0.23922 0.22599 1.78264
H -2.39956 1.23721 -1.09261
```

Here are the Löwdin charges for atoms 1 to 2, given in e: number 1, H, carries 0.02; number 2, N, carries 0.08

***

(4)
The molecule C2H4N2S3 at a distorted geometry, computed with wB97M-V/def2-TZVPD.

The value obtained for the relative energy (zero: lowest compared OMol25 entry of this formula, charge and spin) is 47.2 kcal/mol. Its structure (SMILES) is SC1(S)N=NCS1. For the HOMO-LUMO gap, the calculation gives 9.5010 eV. For the highest occupied orbital energy, the calculation gives -0.337 hartree. The LUMO energy is 0.3 eV. Its charge is 0.

Structure (XYZ):
```
11
C2H4N2S3 wB97M-V/def2-TZVPD
S 1.91907 -1.53063 -0.97595
C 0.35127 -0.61046 -0.43730
S -1.26490 -1.45279 -0.98290
N 0.17098 -0.63166 1.15013
N -0.31812 0.38863 1.60706
C -0.44993 1.47617 0.70128
S 0.37139 1.14313 -0.89196
H 2.33228 -2.16948 0.09125
H -1.40145 -0.59863 -1.91535
H -1.58166 1.55464 0.63301
H -0.12893 2.43108 1.02073
```

Here are the Löwdin charges for atoms 1 to 2, given in e: number 1, S, carries 0.65; number 2, C, carries -1.30

***

(5)
The ion C2H4N3 with charge +1 at a distorted geometry, computed with wB97M-V/def2-TZVPD.

The value obtained for the relative energy (zero: lowest compared OMol25 entry of this formula, charge and spin) is 94.7 kcal/mol. Its structure (SMILES) is [H]/N=N/[N+]#CC. For the HOMO-LUMO gap, the calculation gives 9.7938 eV. For the highest occupied orbital energy, the calculation gives -0.599 hartree. The LUMO energy is -6.5 eV. Its charge is +1.

Structure (XYZ):
```
9
C2H4N3 wB97M-V/def2-TZVPD
H 3.26496 -0.85885 -0.06341
N 2.34740 -0.72910 0.27807
N 1.99242 0.36949 -0.23704
N 0.75728 0.48667 -0.08016
C -0.37612 0.21634 -0.01302
C -1.76957 0.18684 0.05844
H -2.12685 0.09627 1.16207
H -1.97954 -0.75358 -0.41524
H -2.10997 0.98591 -0.68972
```

Here are the Löwdin charges for atoms 1 to 2, given in e: number 1, H, carries 0.08; number 2, N, carries 0.22

***

(6)
The ion C2H4N3O with charge +1 at a distorted geometry, computed with wB97M-V/def2-TZVPD.

The value obtained for the relative energy (zero: lowest compared OMol25 entry of this formula, charge and spin) is 121.5 kcal/mol. Its structure (SMILES) is C=N/N=C\[NH+]=O. For the HOMO-LUMO gap (alpha / beta), the calculation gives 8.1144 / 8.1184 eV. For the highest occupied orbital energy (alpha / beta), the calculation gives -0.549 / -0.545 hartree. The LUMO energy (alpha / beta) is -6.8 / -6.7 eV. Its charge is +1.

Structure (XYZ):
```
10
C2H4N3O wB97M-V/def2-TZVPD
C 2.04358 -0.60840 0.02809
N 1.05865 0.11920 -0.06802
N 0.21858 0.95543 -0.02656
C -1.10282 0.94123 0.07947
N -1.81242 -0.20624 -0.01613
O -1.30282 -1.33320 -0.02668
H 2.51300 -1.34412 -0.78101
H 2.65752 -0.58068 0.87059
H -1.39984 1.98219 0.06395
H -2.87344 0.07461 -0.12369
```

Here are the Löwdin charges for atoms 1 to 2, given in e: number 1, C, carries 0.14; number 2, N, carries 0.05

***

(7)
A cluster of 2 separate species, C2H4N4 in total at a distorted geometry, computed with wB97M-V/def2-TZVPD.

The value obtained for the relative energy (zero: lowest compared OMol25 entry of this formula, charge and spin) is 87.3 kcal/mol. For the HOMO-LUMO gap, the calculation gives 10.0319 eV. For the highest occupied orbital energy, the calculation gives -0.336 hartree. The LUMO energy is 0.9 eV. Its charge is 0.

Structure (XYZ):
```
10
C2H4N4 wB97M-V/def2-TZVPD
C 2.19154 1.30920 0.12439
C -1.38188 0.18916 0.03495
N 0.24641 -2.82365 0.00272
N 1.05534 1.37681 -0.06770
N -0.25356 -1.80031 -0.19805
N -0.64846 -0.80538 -0.72002
H 3.32670 1.19918 0.28219
H -1.13993 1.00197 -0.68858
H -2.46447 0.09222 0.23241
H -0.93169 0.26081 0.99770
```

Here are the Löwdin charges for atoms 1 to 2, given in e: number 1, C, carries -0.05; number 2, C, carries -0.16

***

(8)
The molecule C2H4N4 at a distorted geometry, computed with wB97M-V/def2-TZVPD.

The value obtained for the relative energy (zero: lowest compared OMol25 entry of this formula, charge and spin) is 100.0 kcal/mol. For the HOMO-LUMO gap (alpha / beta), the calculation gives 7.7573 / 7.7623 eV. For the highest occupied orbital energy (alpha / beta), the calculation gives -0.298 / -0.298 hartree. The LUMO energy (alpha / beta) is -0.4 / -0.4 eV. Its charge is 0.

Structure (XYZ):
```
10
C2H4N4 wB97M-V/def2-TZVPD
C 0.59778 1.15882 -0.50817
N 0.90021 -0.22391 -0.89188
N 0.69613 -1.20141 -0.15359
C -0.28795 -1.43236 0.75605
N -1.39262 -0.67574 0.65562
N -1.99173 0.04106 -0.00573
H 0.33319 1.28289 0.54664
H -0.16651 1.61152 -1.14241
H 1.53698 1.69263 -0.70403
H -0.22550 -2.25350 1.44750
```

Here are the Löwdin charges for atoms 1 to 2, given in e: number 1, C, carries -0.16; number 2, N, carries -0.05